{"formula": "C38H35N10O2SW", "method": "ωB97M-V with the def2-TZVPD basis set", "elements": ["W", "C", "C", "C", "C", "C", "C", "C", "N", "N", "C", "C", "C", "C", "C", "C", "N", "C", "C", "C", "C", "C", "C", "N", "H", "H", "H", "H", "H", "H", "H", "H", "H", "H", "H", "H", "H", "H", "H", "H", "H", "H", "H", "H", "N", "C", "C", "N", "C", "C", "N", "C", "C", "N", "H", "H", "H", "H", "H", "H", "S", "C", "N", "C", "C", "C", "C", "H", "H", "H", "H", "H", "O", "C", "N", "C", "O", "C", "C", "C", "C", "C", "C", "H", "H", "H", "H"], "positions_angstrom": [[-0.2641, 0.2256, -0.0046], [1.8352, -2.2548, -0.9994], [2.9330, -1.2192, -1.2128], [2.5517, 0.1317, -1.7632], [3.3166, 0.6143, -2.8243], [3.1986, 1.9275, -3.2375], [2.3544, 2.7530, -2.5056], [1.6036, 2.2034, -1.4882], [1.6254, 0.8941, -1.1467], [0.9465, -1.9960, 0.1473], [1.7213, -2.0420, 1.4103], [2.1966, -0.6821, 1.8429], [3.2688, -0.5743, 2.7242], [3.7528, 0.6757, 3.0778], [3.1764, 1.7854, 2.4708], [2.1163, 1.6038, 1.6106], [1.5680, 0.3953, 1.3214], [-0.0779, -3.0506, 0.2129], [-1.1268, -2.6443, 1.2124], [-2.0794, -3.5401, 1.6745], [-2.9367, -3.1514, 2.6936], [-2.7485, -1.8937, 3.2571], [-1.7706, -1.0661, 2.7447], [-0.9990, -1.3923, 1.6951], [2.3235, -3.2305, -0.8721], [1.2253, -2.2989, -1.8997], [3.6381, -1.6672, -1.9137], [3.4843, -1.0453, -0.2841], [4.0082, -0.0477, -3.3191], [3.7669, 2.3023, -4.0744], [2.2773, 3.8058, -2.7245], [0.9320, 2.8486, -0.9258], [2.5830, -2.7106, 1.2948], [1.1070, -2.4611, 2.2149], [3.7164, -1.4688, 3.1308], [4.5722, 0.7804, 3.7731], [3.5472, 2.7791, 2.6600], [1.6838, 2.4676, 1.1213], [0.3664, -4.0066, 0.5274], [-0.5190, -3.2244, -0.7723], [-2.1233, -4.5352, 1.2634], [-3.6911, -3.8239, 3.0706], [-3.3411, -1.5730, 4.0957], [-1.5679, -0.1042, 3.1929], [-3.1013, -1.9060, -2.7968], [-2.0577, -2.3231, -3.5684], [-0.9214, -1.8668, -2.9650], [-1.2387, -1.1906, -1.8154], [-2.5807, -1.2126, -1.7545], [-3.2345, -0.5013, -0.7162], [-2.5003, 0.0951, 0.2441], [-3.4141, 0.6906, 1.0740], [-4.6781, 0.4731, 0.6113], [-4.5583, -0.2818, -0.5143], [-4.0731, -2.0936, -2.9941], [-2.1891, -2.8984, -4.4629], [0.0756, -1.9341, -3.3523], [-3.1329, 1.2460, 1.9440], [-5.6257, 0.8061, 0.9831], [-5.3276, -0.5819, -1.0956], [-0.5472, 1.9438, 2.1897], [-1.5386, 3.0782, 3.0397], [-1.1523, 3.2820, 4.3252], [-1.7784, 4.1188, 5.1722], [-2.8753, 4.8242, 4.7524], [-3.3052, 4.6635, 3.4277], [-2.6462, 3.7981, 2.5786], [-0.3250, 2.7813, 4.6389], [-1.3813, 4.2026, 6.1733], [-3.3856, 5.4938, 5.4244], [-4.1535, 5.2242, 3.0652], [-2.9495, 3.6751, 1.5523], [0.1188, 0.5334, -3.3006], [-0.6386, 1.3908, -2.8848], [-0.9675, 1.4853, -1.5325], [-1.8374, 2.5391, -1.3444], [-2.2443, 2.8176, -0.2288], [-2.1081, 3.1615, -2.6489], [-2.8854, 4.2427, -3.0064], [-2.9102, 4.6010, -4.3541], [-2.1586, 3.9104, -5.2957], [-1.3573, 2.8283, -4.9314], [-1.3552, 2.4556, -3.6029], [-3.4428, 4.7949, -2.2650], [-3.5143, 5.4394, -4.6656], [-2.1837, 4.2179, -6.3303], [-0.7549, 2.3042, -5.6603]], "multiplicity": 1, "charge": 3, "gap_ev": [6.8, 6.9]}